(a)
{"formula": "H18NeO9", "method": "ωB97M-V with the def2-TZVPD basis set", "homo_lumo_gap_ev": 10.23, "multiplicity": 1, "homo_energy_ev": -10.6, "mol_weight_g_mol": 182.32, "species": ["Ne", "O", "H", "H", "O", "H", "H", "O", "H", "H", "O", "H", "H", "O", "H", "H", "O", "H", "H", "O", "H", "H", "O", "H", "H", "O", "H", "H"], "positions_angstrom": [[-0.17, 0.13, -0.26], [2.33, -0.40, -2.37], [3.07, -0.99, -2.20], [2.27, 0.14, -1.58], [-1.37, -3.33, -0.07], [-1.81, -2.48, 0.03], [-1.77, -3.89, 0.60], [0.32, 4.47, 1.14], [0.36, 3.54, 1.37], [-0.43, 4.55, 0.56], [-3.09, -1.00, 0.34], [-3.93, -0.99, 0.81], [-3.26, -0.51, -0.46], [1.58, -3.72, 0.16], [0.64, -3.62, 0.08], [1.76, -4.59, -0.21], [2.64, 1.48, -0.02], [1.99, 1.92, 0.53], [3.47, 1.89, 0.21], [-1.56, 0.03, 2.54], [-1.97, -0.47, 3.24], [-2.01, -0.26, 1.74], [0.08, 1.50, -4.36], [-0.88, 1.51, -4.41], [0.29, 0.63, -4.03], [0.45, 1.80, 1.97], [-0.06, 1.00, 1.96], [1.08, 1.67, 2.67]], "nbo_charge": [0.00, -0.97, 0.47, 0.49, -0.96, 0.49, 0.47, -0.96, 0.49, 0.46, -0.96, 0.49, 0.50, -0.96, 0.49, 0.46, -0.97, 0.49, 0.47, -0.97, 0.48, 0.49, -0.94, 0.46, 0.48, -0.98, 0.51, 0.48]}

***

(b)
{"formula": "H18NeO9", "method": "ωB97M-V with the def2-TZVPD basis set", "homo_lumo_gap_ev": 10.25, "multiplicity": 1, "homo_energy_ev": -10.3, "mol_weight_g_mol": 182.32, "species": ["Ne", "O", "H", "H", "O", "H", "H", "O", "H", "H", "O", "H", "H", "O", "H", "H", "O", "H", "H", "O", "H", "H", "O", "H", "H", "O", "H", "H"], "positions_angstrom": [[2.17, 19.25, 23.40], [3.87, 20.56, 20.61], [3.24, 20.83, 19.94], [4.71, 20.86, 20.28], [4.81, 19.50, 26.38], [3.96, 19.53, 26.81], [5.00, 18.57, 26.28], [0.41, 16.82, 24.40], [0.14, 17.49, 23.77], [-0.39, 16.31, 24.56], [-1.10, 18.77, 23.09], [-0.59, 19.35, 22.52], [-1.41, 18.07, 22.52], [-0.20, 20.49, 21.17], [0.14, 21.33, 21.46], [-1.13, 20.65, 21.00], [4.09, 17.67, 21.55], [3.99, 18.59, 21.30], [4.99, 17.60, 21.87], [4.46, 16.48, 26.21], [4.09, 16.36, 25.33], [5.13, 15.80, 26.28], [3.16, 15.86, 23.84], [2.25, 16.08, 24.06], [3.28, 16.24, 22.97], [0.14, 18.01, 26.98], [0.27, 17.44, 26.22], [-0.70, 18.44, 26.81]], "nbo_charge": [0.00, -0.95, 0.48, 0.48, -0.97, 0.47, 0.49, -0.98, 0.50, 0.48, -0.97, 0.50, 0.47, -0.94, 0.49, 0.48, -0.97, 0.50, 0.47, -0.98, 0.50, 0.46, -0.99, 0.50, 0.50, -0.95, 0.48, 0.46]}

***

(b) comes first in stability; the runner-up is 0.277 eV higher.

***

(a)
{"formula": "C5H13OS", "method": "ωB97M-V with the def2-TZVPD basis set", "charge": 1, "homo_lumo_gap_ev": 11.91, "multiplicity": 1, "homo_energy_ev": -15.3, "mol_weight_g_mol": 121.22, "species": ["C", "C", "C", "C", "C", "O", "S", "H", "H", "H", "H", "H", "H", "H", "H", "H", "H", "H", "H", "H"], "positions_angstrom": [[-0.88, -1.69, 1.84], [1.01, -0.63, -1.66], [0.71, 2.08, -1.40], [-0.98, -0.15, 1.70], [-1.08, 0.22, 0.24], [1.86, 0.54, 0.49], [0.79, 0.62, -0.44], [-1.82, -2.22, 1.63], [-0.19, -2.08, 1.06], [-0.66, -1.94, 2.92], [0.29, -0.62, -2.39], [1.14, -1.60, -1.24], [2.00, -0.51, -2.10], [-0.14, 2.18, -2.03], [1.78, 1.98, -1.96], [0.80, 2.95, -0.70], [-1.67, 0.33, 2.27], [0.12, -0.02, 2.01], [-1.62, 1.09, 0.11], [-1.45, -0.56, -0.34]], "nbo_charge": [-0.61, -0.86, -0.87, -0.45, -0.43, -0.84, 1.76, 0.22, 0.19, 0.25, 0.26, 0.29, 0.28, 0.28, 0.29, 0.30, 0.24, 0.25, 0.23, 0.23]}

***

(b)
{"formula": "C5H13OS", "method": "ωB97M-V with the def2-TZVPD basis set", "charge": 1, "homo_lumo_gap_ev": 10.49, "multiplicity": 1, "homo_energy_ev": -13.7, "mol_weight_g_mol": 121.22, "species": ["C", "C", "C", "C", "C", "O", "S", "H", "H", "H", "H", "H", "H", "H", "H", "H", "H", "H", "H", "H"], "positions_angstrom": [[-2.54, 0.88, 0.27], [1.73, -1.02, 0.88], [2.51, 0.78, -0.57], [-2.02, -0.56, 0.23], [-1.27, -1.34, -0.58], [0.28, 1.24, 0.33], [0.92, 0.04, -0.37], [-3.56, 0.88, -0.09], [-2.66, 1.29, 1.28], [-1.92, 1.44, -0.34], [2.57, -0.42, 1.27], [2.12, -1.86, 0.29], [1.14, -1.44, 1.68], [3.32, 0.23, -1.09], [2.86, 1.16, 0.35], [2.36, 1.64, -1.23], [-0.70, 1.23, 0.66], [-2.37, -1.18, 1.09], [-0.95, -1.13, -1.59], [-1.12, -2.34, -0.21]], "nbo_charge": [-0.72, -0.78, -0.82, -0.18, -0.45, -0.89, 1.29, 0.29, 0.25, 0.21, 0.25, 0.26, 0.27, 0.29, 0.25, 0.26, 0.57, 0.22, 0.22, 0.23]}

***

(a) comes first in stability; the runner-up is 0.476 eV higher.

***

(a)
{"formula": "C2H7N2S", "method": "ωB97M-V with the def2-TZVPD basis set", "charge": -1, "homo_lumo_gap_ev": 6.88, "multiplicity": 1, "homo_energy_ev": -2.7, "mol_weight_g_mol": 91.16, "species": ["N", "C", "N", "H", "H", "H", "H", "C", "S", "H", "H", "H"], "positions_angstrom": [[-1.68, -0.05, -0.18], [-1.23, -0.88, -1.18], [0.03, -0.73, -1.61], [-2.60, 0.37, -0.21], [-0.93, 0.53, 0.57], [-1.98, -1.47, -1.74], [0.09, -0.95, -2.59], [1.80, 0.52, 1.40], [0.21, 1.51, 1.46], [2.56, 1.30, 1.18], [1.98, 0.02, 2.36], [1.74, -0.18, 0.54]], "nbo_charge": [-0.90, 0.29, -0.81, 0.36, 0.36, 0.11, 0.31, -0.73, -0.57, 0.19, 0.18, 0.22]}

***

(b)
{"formula": "C2H7N2S", "method": "ωB97M-V with the def2-TZVPD basis set", "charge": -1, "homo_lumo_gap_ev": 6.86, "multiplicity": 1, "homo_energy_ev": -2.8, "mol_weight_g_mol": 91.16, "species": ["C", "S", "H", "H", "H", "N", "C", "N", "H", "H", "H", "H"], "positions_angstrom": [[1.51, 1.55, 0.41], [2.18, -0.15, -0.06], [1.58, 1.77, 1.50], [0.52, 1.81, 0.02], [2.10, 2.26, -0.19], [-0.92, -0.85, 0.01], [-2.04, -0.15, -0.28], [-3.21, -0.63, -0.05], [-1.09, -1.82, 0.33], [0.06, -0.51, 0.00], [-1.93, 0.81, -0.78], [-3.94, 0.00, -0.47]], "nbo_charge": [-0.74, -0.71, 0.18, 0.16, 0.18, -0.83, 0.29, -0.81, 0.38, 0.44, 0.14, 0.31]}

***

(b) comes first in stability; the runner-up is 1.202 eV higher.